{
  "formula": "C3H6O3",
  "method": "ωB97M-V with the def2-TZVPD basis set",
  "species": ["O", "C", "C", "H", "H", "H", "H", "O", "C", "O", "H", "H"],
  "coordinates": [[1.0197, -0.4352, -0.2737], [0.4920, -1.2660, 0.4171], [0.3956, -1.1437, 1.9301], [0.0261, -2.1847, 0.0142], [-0.3635, -0.4827, 2.3382], [1.4246, -1.0098, 2.2918], [0.2562, -2.1789, 2.3175], [-1.1274, 1.2555, -2.9553], [-0.9237, 1.9923, -2.0387], [-0.2270, 1.6130, -0.9310], [-1.2539, 3.0205, -1.8296], [0.2813, 0.8196, -1.2807]],
  "forces_ev_per_a": [[0.3156, -0.7196, 0.0113], [-0.5397, 0.3768, 0.8714], [1.2191, -2.2284, 0.0611], [0.1275, 0.1336, -0.3692], [0.2287, 0.2290, -0.1874], [-0.3345, 1.0338, 0.0243], [-0.6674, 0.5873, -0.2035], [-0.0763, 0.5096, -0.4991], [0.2516, -0.2183, 1.8793], [0.4761, -0.3980, -2.0141], [-0.3844, -0.0231, -0.7280], [-0.6163, 0.7172, 1.1541]],
  "de_lowest_kj_mol": 132.5,
  "charge": 0,
  "e_homo_ev": -10.53
}

***

{
  "formula": "C29H26CrF10N5OS",
  "method": "ωB97M-V with the def2-TZVPD basis set",
  "species": ["Cr", "C", "N", "C", "C", "N", "C", "C", "F", "C", "F", "C", "F", "C", "F", "C", "F", "C", "C", "N", "C", "C", "F", "C", "F", "C", "F", "C", "F", "C", "F", "H", "H", "H", "H", "H", "H", "H", "H", "H", "H", "H", "C", "C", "N", "C", "C", "C", "S", "N", "C", "O", "C", "C", "C", "C", "C", "C", "H", "H", "H", "H", "H", "H", "H", "H", "H", "H", "H", "H", "H", "H", "H"],
  "coordinates": [[0.3283, 0.0588, 0.1162], [-2.4073, -0.9570, 0.8563], [-1.7722, -0.3413, -0.3103], [-1.8816, -1.2473, -1.4591], [-0.8102, -2.3258, -1.3141], [0.4253, -1.6039, -1.1077], [1.5774, -2.2154, -1.4165], [2.6571, -1.4103, -1.8445], [2.3829, -0.0946, -2.0076], [3.9196, -1.8757, -2.1230], [4.8846, -1.0226, -2.5068], [4.1768, -3.2427, -2.0356], [5.3978, -3.7243, -2.3182], [3.1361, -4.0925, -1.6706], [3.3646, -5.4108, -1.5913], [1.8730, -3.6005, -1.3811], [0.9228, -4.4837, -0.9940], [-2.3964, 0.9554, -0.5752], [-1.9996, 1.9314, 0.5375], [-0.7671, 1.4544, 1.1250], [-0.1618, 2.2099, 2.0502], [0.7767, 1.5688, 2.8965], [0.7855, 0.2056, 2.8257], [1.6344, 2.2194, 3.7533], [2.5542, 1.5403, 4.4546], [1.5108, 3.5994, 3.9105], [2.3226, 4.2707, 4.7441], [0.5118, 4.2635, 3.2055], [0.3485, 5.5817, 3.3837], [-0.3052, 3.5975, 2.3080], [-1.2373, 4.3459, 1.6753], [-3.4819, -1.1017, 0.6876], [-2.2588, -0.3280, 1.7299], [-1.9535, -1.9228, 1.0615], [-1.6642, -0.6812, -2.3708], [-2.8927, -1.6728, -1.5358], [-0.7665, -2.9259, -2.2340], [-1.0407, -3.0110, -0.4846], [-3.4928, 0.8681, -0.6434], [-2.0100, 1.3270, -1.5283], [-2.7799, 1.9822, 1.3123], [-1.8816, 2.9303, 0.1060], [3.7240, 4.7229, -1.3197], [3.8818, 3.2971, -1.8444], [4.2237, 2.3469, -0.8097], [5.6200, 2.0142, -0.5796], [6.2157, 2.7114, 0.6402], [3.2878, 1.7139, -0.1002], [1.6221, 2.1191, -0.3513], [3.7071, 0.8675, 0.8244], [3.0594, -0.1885, 1.2725], [1.9919, -0.6462, 0.7614], [3.6796, -0.9134, 2.3927], [4.9360, -0.5594, 2.8781], [5.4713, -1.2307, 3.9585], [4.7707, -2.2650, 4.5590], [3.5307, -2.6375, 4.0654], [2.9871, -1.9665, 2.9881], [3.3774, 5.3733, -2.1201], [4.6776, 5.1022, -0.9588], [2.9985, 4.7470, -0.5089], [4.6652, 3.2708, -2.6059], [2.9417, 2.9702, -2.2965], [6.1806, 2.2758, -1.4778], [5.6868, 0.9346, -0.4342], [6.1025, 3.7888, 0.5750], [7.2752, 2.4747, 0.7139], [5.7140, 2.3714, 1.5407], [5.4798, 0.2378, 2.4011], [6.4453, -0.9506, 4.3291], [5.1892, -2.7751, 5.4148], [2.9872, -3.4534, 4.5192], [2.0118, -2.2332, 2.6084]],
  "forces_ev_per_a": [[0.1938, 0.4570, -0.5904], [-0.0822, -0.1484, 0.5204], [-0.0689, -0.0504, -0.2452], [0.2351, -0.5885, -0.4121], [-0.3161, 0.0848, -0.1404], [-1.0035, 0.9606, 0.6063], [1.6008, -0.9236, -0.5036], [-0.5176, 0.0899, -0.0038], [0.5430, -0.4882, -0.1893], [0.0770, -0.2054, -0.0084], [-0.1410, -0.1882, 0.0645], [-0.2107, 0.0417, 0.0433], [-0.2481, 0.0496, 0.0831], [0.3448, 0.0573, -0.2057], [-0.0264, 0.1594, 0.0054], [-0.2215, 0.6355, 0.1361], [0.2413, 0.1457, -0.0263], [0.0023, 0.5967, 0.1097], [-0.1880, 0.0243, -0.0794], [-0.1195, -0.7896, -0.5233], [0.6734, 1.0921, 1.4003], [-0.4536, -0.1865, -0.3041], [0.1853, 0.5923, 0.4298], [0.0200, 0.1899, 0.1655], [-0.2640, 0.1471, -0.1364], [-0.1125, -0.0583, -0.1260], [-0.1670, -0.1449, -0.1683], [0.2931, -0.0701, 0.3022], [0.0560, -0.1920, -0.0382], [0.0388, -0.5162, -0.0527], [0.2048, -0.0895, -0.0056], [0.0891, 0.0160, -0.0802], [-0.0278, 0.0202, -0.0193], [0.0103, -0.0819, -0.0083], [-0.0531, -0.0248, 0.1603], [0.0856, 0.1117, 0.0498], [-0.1069, 0.0491, 0.1593], [-0.1063, 0.0120, -0.2085], [0.2166, -0.0664, -0.0984], [-0.0632, -0.1389, 0.0157], [0.0194, 0.0959, -0.1569], [-0.2554, -0.1277, 0.0091], [0.0915, -0.2219, -0.0501], [-0.2571, 0.4790, -0.3209], [-0.2194, -0.3240, 0.2061], [0.5297, -0.1725, 0.2812], [-0.1043, -0.0734, -0.1647], [-0.6104, 0.1187, -0.4790], [-0.5763, -0.3512, -0.0322], [0.5959, -0.6051, 0.6458], [0.2675, 0.9906, -0.7591], [-0.1747, -0.3895, 0.4465], [-0.0503, -0.4272, 0.3029], [-0.1840, -0.0128, -0.1019], [0.1192, -0.0293, 0.0608], [-0.0084, 0.0060, 0.0339], [-0.0002, -0.1050, 0.0593], [-0.0533, 0.1627, -0.1322], [-0.0302, 0.0634, -0.0355], [0.0370, 0.0920, 0.0832], [-0.0344, 0.0508, 0.0348], [-0.0830, -0.1222, 0.0683], [0.1874, 0.0210, -0.0574], [-0.1060, -0.0063, -0.0085], [0.0746, 0.0901, -0.1528], [0.0384, 0.1797, -0.0310], [0.0800, 0.0022, 0.0326], [-0.0364, -0.0055, 0.1050], [0.0539, 0.1279, -0.0690], [0.0920, 0.0329, 0.0669], [0.0409, -0.0602, 0.0232], [-0.0381, -0.0306, 0.0561], [-0.0187, -0.0296, -0.0421]],
  "spin_multiplicity": 4,
  "de_lowest_kj_mol": 86.0,
  "charge": 0,
  "e_homo_ev": [-7.43, -7.65]
}

***

{
  "formula": "C2H4OPm",
  "method": "ωB97M-V with the def2-TZVPD basis set",
  "species": ["O", "Pm", "C", "C", "H", "H", "H", "H"],
  "coordinates": [[-0.4046, 0.7408, 0.1494], [0.6201, -1.1800, -1.2947], [-0.3005, 1.5203, 1.0575], [0.2378, 1.5869, 2.3493], [-0.1144, 0.7742, 2.9956], [1.3107, 1.7906, 2.3774], [-1.3733, 2.5492, 1.6002], [-0.9249, 2.5939, 2.6303]],
  "forces_ev_per_a": [[1.8666, -1.2565, -0.4194], [-0.4558, 0.6462, 0.4455], [-6.8065, 2.7647, -2.0695], [-0.3525, 1.7087, 4.3561], [0.5288, -0.5248, -0.3038], [0.0429, 0.2228, 0.6427], [1.0816, -1.6230, -3.5760], [4.0948, -1.9380, 0.9244]],
  "spin_multiplicity": 6,
  "charge": 2,
  "e_homo_ev": [-15.88, -15.79]
}